8 unconnected molecules or ions with the total composition C27H35Br2Cl21FN3O3S at a distorted geometry. Source: OMol25; level of theory: ωB97M-V/def2-TZVPD.

XYZ file:
```
93
Properties=species:S:1:pos:R:3
Br -0.4755 -1.1896 -7.5734
Br -0.0344 -4.4492 0.0884
Cl -5.0122 -1.6623 8.7387
Cl -3.5171 0.6456 7.3078
Cl -3.0745 7.5706 6.0883
Cl -4.2757 1.5547 1.7084
Cl -2.8230 -3.4289 9.4934
Cl -4.1015 8.0151 3.3992
Cl -1.6349 1.2349 -1.6916
Cl -2.1840 7.3115 1.0551
Cl -5.7389 3.9967 1.0925
Cl -4.6295 5.4956 4.7619
Cl -0.2013 4.3526 4.9483
Cl -1.4425 3.6903 -3.2463
Cl -6.9641 1.9456 2.7585
Cl -1.2282 4.7971 2.2592
Cl -3.8139 8.6190 -0.9740
Cl -6.0288 -0.0011 5.9824
Cl -2.0815 6.3957 -1.7079
Cl -3.7855 -1.4193 11.3692
Cl -1.7563 2.2776 3.6219
Cl -4.5023 2.3357 5.1501
Cl -2.8305 3.6930 -0.6856
S 3.2682 -4.0922 -3.5047
F 1.2788 3.8339 0.3376
O 2.0893 2.2227 1.9662
O 4.0882 0.7247 0.0226
O 0.3208 -0.4381 1.4374
N 5.1087 -0.1463 -3.8535
N 1.8156 1.4584 -0.4495
N -0.0876 -1.5915 -0.7858
C -2.2775 7.8001 -0.6455
C 0.5120 -0.9039 -5.8548
C -5.4465 2.7416 2.3085
C -0.0154 -3.7981 -1.8469
C 4.5117 -2.2212 1.1994
C 0.7619 -1.0232 0.3230
C 6.1909 -4.2364 -3.0638
C -1.5384 -4.0710 -2.3802
C 2.1670 -1.9651 -1.7362
C -0.5932 3.5949 3.3954
C -4.2406 -2.5374 10.0722
C 5.9223 -2.2533 0.9803
C -3.4664 6.8129 4.5354
C -0.1893 -1.3593 -3.2172
C 4.4524 -0.8689 -2.8708
C 2.8862 -2.2293 1.0091
C 2.3277 -1.2662 -0.2203
C 5.0129 -3.9610 -4.1703
C 2.8321 0.3292 -0.1782
C -2.7338 -3.3670 -1.5133
C -4.4065 0.6808 5.7758
C 1.7772 2.4515 0.6891
C 3.0909 -3.3576 -1.7947
C -1.4913 2.9992 -1.6155
C 2.7951 -0.9562 -2.9141
C -0.0418 -1.9987 -4.7180
C 0.5435 -2.2709 -2.0199
H -1.7339 -3.8330 -3.5074
H -0.7077 -0.7720 -0.9869
H 2.6340 -4.2205 -1.1074
H -2.4008 -2.8273 -0.5320
H 4.1839 -3.1959 -1.3814
H -3.4011 -2.6375 -2.1818
H -1.7089 -5.2493 -2.2730
H 6.8955 -3.2839 -3.0722
H 2.0836 1.9185 -1.3703
H 5.1260 -1.3416 -2.0294
H -3.8657 0.0688 5.0495
H 2.5580 -1.3563 -4.0133
H -1.0433 -2.4246 -5.1664
H -3.4909 -4.2244 -1.1700
H -4.9592 -3.2564 10.4737
H 7.0744 -2.2636 0.6693
H 6.8605 -5.1195 -3.5071
H 0.4943 0.1992 -5.4484
H -0.5552 3.2470 -1.1084
H 2.4368 -1.8307 2.0418
H 0.6662 -4.6087 -2.3991
H 5.1106 -4.7941 -5.0196
H 5.8091 -4.5370 -1.9993
H 1.6585 -1.1688 -6.0374
H 2.2806 0.1216 -2.8911
H 0.7997 -2.8423 -4.6538
H -2.5486 6.3934 4.1155
H -1.3596 -1.3558 -2.9791
H -5.0292 3.2165 3.2001
H 0.1225 -0.2093 -3.1475
H 4.3949 0.2663 -4.5269
H 5.1165 -2.9267 -4.7449
H 0.3246 3.1754 2.9755
H 2.5484 -3.3462 0.9331
H -1.4636 8.5010 -0.8476
```

Properties
* total energy: -455771.585 eV
* net charge: 0
* SMILES: [H]/N=C\C[C@@]1(CSCC)[C@@](CC#C)(C(=O)NC(=O)F)C(=O)N[C@]1(CCCBr)[C@@H](Br)CC.ClC(Cl)Cl.ClC(Cl)Cl.ClC(Cl)Cl.ClC(Cl)Cl.ClC(Cl)Cl.ClC(Cl)Cl.ClC(Cl)Cl
* gap between HOMO and LUMO: 8.3 eV
* LUMO level: -1.047 eV
* molecular weight: 1405.0 g mol⁻¹